The following is a quantum chemistry calculation of 17 unconnected molecules or ions with the total composition C94H202F21N10O22 at a distorted geometry, from the Open Molecules 2025 dataset.

XYZ file:
```
349
Properties=species:S:1:pos:R:3:forces:R:3:lowdin_charge:R:1
C -17.653 -3.624 -15.666 -0.076 -1.270 0.758 -0.09
C -16.530 -4.303 -14.847 -0.254 0.146 -1.233 -0.21
C -16.127 -5.810 -15.149 -1.790 0.342 0.126 -0.12
C -17.323 -6.779 -14.800 0.666 -0.658 -0.177 -0.09
N -17.083 -8.299 -14.961 0.185 -1.148 1.067 -0.18
C -16.419 -8.822 -13.668 1.036 0.320 -0.471 -0.09
C -17.479 -9.094 -12.627 0.219 -0.626 -0.241 -0.16
C -18.769 -8.925 -13.351 -1.016 1.475 0.480 -0.19
C -18.442 -9.078 -14.799 0.968 -0.341 -0.302 -0.08
C -16.306 -8.634 -16.268 -0.406 1.156 0.197 -0.07
C -17.188 -8.348 -17.504 -2.204 -0.553 2.181 -0.27
C -16.561 -8.410 -18.809 1.628 -0.481 -2.016 -0.10
H -18.465 -4.318 -15.448 -0.709 -0.015 -1.190 0.06
H -17.373 -3.423 -16.700 -0.394 -0.588 0.099 0.07
H -18.039 -2.690 -15.257 0.693 0.090 0.264 0.03
H -16.893 -4.335 -13.820 0.584 0.409 0.308 0.10
H -15.654 -3.679 -15.029 0.351 -0.291 0.840 0.11
H -15.341 -5.902 -14.400 0.226 -0.778 -0.275 0.11
H -15.781 -6.047 -16.155 0.170 0.599 0.064 0.10
H -18.251 -6.803 -15.371 0.081 1.685 -0.049 0.12
H -17.499 -6.633 -13.734 -0.441 -0.033 -0.143 0.12
H -15.924 -9.761 -13.912 0.393 0.398 -0.149 0.14
H -15.761 -8.058 -13.254 0.510 -0.228 -0.693 0.13
H -17.430 -10.159 -12.400 0.371 0.251 0.842 0.13
H -17.388 -8.408 -11.785 0.000 -0.568 0.202 0.13
H -19.515 -9.595 -12.923 -0.248 0.126 -0.589 0.14
H -19.072 -7.887 -13.213 -0.664 -0.112 0.163 0.11
H -18.132 -10.114 -14.936 -0.277 -0.071 -0.675 0.15
H -19.245 -8.755 -15.461 0.448 -0.007 -0.246 0.14
H -15.872 -9.634 -16.297 -0.772 -0.389 0.452 0.14
H -15.402 -8.027 -16.213 -0.193 0.338 -0.138 0.12
H -17.874 -7.503 -17.431 0.963 1.161 0.409 0.11
H -18.036 -9.031 -17.450 0.278 -1.079 -0.148 0.11
H -16.249 -9.408 -19.114 -0.053 -0.289 0.308 0.09
H -15.629 -7.845 -18.841 -0.113 0.400 -0.158 0.09
H -17.215 -8.102 -19.625 -0.001 0.331 0.215 0.10
C -13.973 7.056 -14.504 0.602 -0.050 -0.069 -0.09
C -13.215 8.411 -14.618 -0.607 -1.304 -0.276 -0.22
C -13.860 9.182 -15.800 1.628 1.813 0.984 -0.14
C -13.314 10.665 -15.981 -0.823 -1.593 -0.941 -0.07
N -13.975 11.306 -17.242 -0.603 1.582 1.247 -0.18
C -13.537 10.730 -18.537 0.400 -2.570 2.214 -0.16
C -13.511 11.787 -19.486 -0.125 3.046 -2.988 -0.19
C -13.277 13.133 -18.758 -0.074 -0.642 0.913 -0.11
C -13.370 12.759 -17.281 -0.193 -1.183 -0.303 -0.07
C -15.551 11.401 -17.298 0.238 1.036 2.139 -0.05
C -16.181 11.958 -15.970 1.351 0.124 1.003 -0.23
C -17.715 12.194 -15.909 1.517 -0.827 -1.127 -0.07
H -13.588 6.303 -15.192 -0.022 0.319 -0.554 0.06
H -15.031 7.199 -14.724 -0.134 -0.220 0.401 0.05
H -13.752 6.557 -13.560 -0.609 0.410 0.239 0.05
H -12.181 8.119 -14.804 0.134 0.483 -0.285 0.11
H -13.220 8.873 -13.631 -0.248 0.557 -0.177 0.10
H -14.925 9.332 -15.626 -0.176 -0.506 -0.076 0.09
H -13.639 8.585 -16.685 -0.383 0.038 -0.352 0.10
H -12.245 10.752 -16.173 0.011 -0.511 -0.321 0.13
H -13.432 11.329 -15.124 -0.729 -0.075 -0.024 0.13
H -14.132 9.853 -18.792 0.110 -0.150 0.110 0.13
H -12.514 10.401 -18.354 -0.024 -0.348 -0.008 0.16
H -14.389 11.985 -20.101 -0.266 -0.768 0.019 0.11
H -12.698 11.558 -20.174 -0.085 0.321 -0.242 0.13
H -14.058 13.877 -18.917 0.505 0.110 -0.826 0.12
H -12.246 13.424 -18.961 -0.437 0.796 -0.075 0.12
H -14.017 13.341 -16.624 0.470 0.245 -0.228 0.12
H -12.331 12.702 -16.955 -0.397 -0.223 0.761 0.13
H -16.002 10.429 -17.498 0.483 -0.066 -0.276 0.12
H -15.793 12.143 -18.060 0.210 -0.350 -0.381 0.13
H -15.643 12.839 -15.622 -0.171 0.748 -0.752 0.09
H -15.840 11.388 -15.106 -0.401 -1.122 -0.232 0.09
H -18.087 11.832 -14.951 -0.203 0.516 -0.142 0.07
H -18.096 11.541 -16.694 -0.657 0.074 0.062 0.06
H -17.925 13.229 -16.178 -0.369 -0.163 0.375 0.08
C -21.520 3.846 -22.314 -0.092 -0.299 0.106 0.03
C -21.435 3.274 -20.949 -2.382 -1.682 3.282 -0.30
O -22.357 2.847 -20.208 3.877 1.671 -2.949 0.08
N -19.982 3.241 -20.405 -2.443 -1.860 -1.608 0.10
H -19.372 3.349 -21.203 1.403 0.068 -1.440 0.08
H -19.865 4.092 -19.875 0.261 0.637 1.583 0.11
C -19.634 2.039 -19.575 -0.005 1.505 1.996 0.01
H -20.544 3.799 -22.797 0.086 0.060 -0.192 0.07
H -21.837 4.885 -22.227 -0.047 0.078 -0.023 0.10
H -22.273 3.286 -22.870 -0.002 0.139 -0.018 0.11
H -19.602 0.989 -19.866 -0.019 0.630 -1.494 0.10
H -20.393 2.075 -18.794 0.397 0.033 0.326 0.06
H -18.673 2.370 -19.180 -0.059 -0.708 0.439 0.09
C -17.922 2.915 -13.999 1.595 1.819 -0.335 0.03
C -17.304 4.178 -14.706 -0.010 2.158 1.568 -0.25
O -16.955 5.243 -14.143 -1.267 -4.214 -2.699 0.07
N -17.303 4.061 -16.264 1.595 1.998 1.691 0.12
H -17.315 3.096 -16.562 0.330 -1.746 -0.120 0.09
H -18.147 4.433 -16.675 -1.612 0.758 -0.460 0.10
C -16.168 4.857 -16.903 0.591 -1.101 -0.114 0.03
H -18.942 2.835 -14.375 0.067 -0.595 0.182 0.07
H -17.858 3.064 -12.921 -0.498 0.458 -0.051 0.07
H -17.268 2.057 -14.152 -0.404 -0.188 -0.836 0.07
H -15.240 4.521 -16.441 -0.087 0.346 0.249 0.08
H -16.277 5.941 -16.861 -0.298 -0.337 0.283 0.08
H -16.035 4.533 -17.935 -0.435 0.115 -0.038 0.09
C -15.275 2.991 -10.310 0.546 0.255 -1.328 0.02
C -14.395 3.558 -9.199 -1.131 -1.218 -0.707 -0.31
O -14.795 4.375 -8.420 1.741 -1.015 -0.356 0.13
N -13.063 2.730 -9.156 -1.203 0.671 1.167 0.09
H -13.202 1.826 -9.585 -0.415 -0.868 -1.348 0.09
H -12.301 3.207 -9.616 1.478 1.200 -2.037 0.10
C -12.447 2.482 -7.848 -0.853 0.251 0.618 0.01
H -15.488 3.716 -11.096 -0.312 0.900 0.569 0.09
H -16.220 2.585 -9.949 0.132 0.165 0.281 0.08
H -14.802 2.281 -10.988 0.418 -0.736 0.822 0.07
H -12.166 3.488 -7.537 0.376 -0.506 0.756 0.10
H -11.637 1.760 -7.958 0.182 0.505 -0.185 0.12
H -13.217 2.005 -7.241 0.155 0.318 0.478 0.09
C -17.468 8.399 -9.134 -1.354 -0.707 0.705 0.04
C -18.625 7.420 -8.824 3.509 -4.000 -2.894 -0.31
O -18.595 6.258 -9.281 -1.870 4.806 2.785 0.14
N -19.671 7.970 -7.853 -0.857 -1.975 0.618 0.10
H -19.335 8.611 -7.147 1.294 -0.174 0.503 0.17
H -20.320 8.612 -8.285 -0.359 0.032 -1.124 0.17
C -20.610 6.912 -7.168 -0.755 2.337 -0.413 0.07
H -17.805 8.997 -9.980 0.047 0.689 0.373 0.10
H -16.546 7.918 -9.462 -0.371 -0.555 0.136 0.11
H -17.274 8.889 -8.180 0.173 0.832 -0.434 0.09
H -21.364 6.768 -7.941 0.331 -1.175 0.164 0.10
H -21.121 7.576 -6.471 -0.060 -0.319 0.429 0.10
H -20.169 6.085 -6.612 0.374 0.127 -0.826 0.12
C -24.205 5.896 -15.974 -0.664 -0.163 -0.398 -0.04
C -23.062 6.649 -15.345 -0.552 0.358 2.204 -0.15
N -22.317 5.810 -14.288 0.005 -0.951 -0.509 -0.18
C -21.730 4.566 -14.964 1.293 -0.248 0.721 0.02
C -21.153 6.712 -13.848 -0.363 -0.788 -1.349 -0.18
C -20.302 6.146 -12.765 -0.507 0.462 0.798 -0.05
C -23.292 5.397 -13.105 0.533 -0.131 0.140 -0.04
C -23.795 6.531 -12.261 -0.249 2.476 -1.103 -0.22
O -24.907 7.165 -12.870 -1.856 -0.328 0.373 -0.22
C -25.536 8.277 -12.139 1.280 -0.937 -1.323 -0.04
H -24.830 5.350 -15.268 0.329 0.067 0.322 0.07
H -23.933 5.172 -16.742 0.361 0.210 -0.061 0.08
H -24.943 6.570 -16.409 0.354 0.299 -0.224 0.10
H -23.384 7.413 -14.638 -0.985 0.306 -0.529 0.11
H -22.369 7.215 -15.969 0.202 -0.987 -0.334 0.12
H -22.287 3.639 -14.827 -0.494 0.479 0.031 0.09
H -20.776 4.340 -14.487 -0.265 -0.044 0.508 0.06
H -21.383 4.726 -15.985 -0.760 0.571 -0.331 0.10
H -21.572 7.691 -13.615 -0.020 -0.128 0.189 0.12
H -20.576 6.833 -14.764 0.002 -0.009 -0.103 0.11
H -20.960 6.019 -11.905 0.388 -0.217 0.351 0.06
H -19.595 6.946 -12.543 0.339 -0.251 0.171 0.09
H -19.792 5.206 -12.974 -0.065 0.190 -0.058 0.08
H -22.817 4.750 -12.367 0.856 -0.245 -0.781 0.10
H -24.135 4.811 -13.471 0.268 0.193 -0.448 0.13
H -23.101 7.369 -12.312 1.061 -0.254 0.843 0.11
H -23.975 6.263 -11.220 -0.086 -0.348 -0.008 0.13
H -26.513 8.424 -12.598 0.027 -0.209 0.337 0.10
H -24.929 9.147 -12.387 -0.013 0.328 0.430 0.08
H -25.565 8.089 -11.065 -0.182 -0.012 -0.046 0.09
C -18.767 8.353 -24.093 0.459 1.054 1.091 -0.02
C -17.492 8.997 -23.430 0.862 -0.440 0.656 -0.13
N -16.608 8.049 -22.555 0.876 0.670 0.269 -0.19
C -17.354 7.289 -21.463 -0.195 -0.760 -1.651 0.00
C -15.849 7.093 -23.601 0.004 0.270 2.293 -0.09
C -14.774 6.260 -22.929 0.198 0.021 0.700 -0.06
C -15.587 8.940 -21.702 0.166 0.069 -1.910 -0.06
C -14.895 10.041 -22.548 0.425 -1.269 1.580 -0.20
O -14.042 9.382 -23.482 -1.051 -0.375 0.346 -0.20
C -13.788 10.140 -24.628 0.443 0.094 -0.341 -0.09
H -18.553 7.433 -24.638 0.028 0.101 0.202 0.08
H -19.285 9.052 -24.750 0.709 0.239 -0.402 0.08
H -19.568 8.230 -23.365 0.326 -0.634 0.379 0.07
H -17.536 9.861 -22.767 -1.564 -0.023 0.161 0.11
H -16.764 9.428 -24.117 -0.231 -0.634 -0.721 0.10
H -18.068 7.871 -20.879 0.712 0.763 0.081 0.09
H -16.569 6.782 -20.902 -0.336 0.022 0.349 0.11
H -18.017 6.569 -21.943 0.414 -0.507 -0.202 0.09
H -15.387 7.781 -24.309 -0.616 -0.286 -0.114 0.11
H -16.618 6.387 -23.914 -0.057 0.352 -0.579 0.12
H -14.017 6.014 -23.673 -0.320 -0.594 -0.112 0.10
H -15.225 5.418 -22.403 0.115 -0.438 -0.591 0.07
H -14.171 6.710 -22.140 -0.184 0.655 -0.087 0.07
H -14.708 8.408 -21.339 -0.678 -1.023 0.048 0.11
H -16.135 9.274 -20.820 -0.109 0.323 -0.304 0.12
H -14.154 10.446 -21.859 -0.474 0.813 0.362 0.11
H -15.611 10.800 -22.861 0.411 0.077 -0.778 0.12
H -12.821 9.858 -25.046 0.098 0.017 0.250 0.10
H -13.759 11.184 -24.314 -0.082 0.255 -0.694 0.10
H -14.515 9.888 -25.400 -0.320 0.563 -0.131 0.09
C -23.104 -1.895 -13.602 -0.260 0.672 0.172 -0.06
C -22.833 -0.712 -14.584 -0.049 -0.196 0.153 -0.14
N -21.637 -0.927 -15.556 0.620 1.005 0.971 -0.19
C -20.462 -1.165 -14.497 -0.852 -0.134 -2.728 0.03
C -21.941 -2.107 -16.458 1.417 -1.512 0.220 -0.13
C -20.730 -2.724 -17.290 -0.972 1.313 -0.382 -0.03
C -21.252 0.417 -16.353 -0.721 -1.293 0.912 -0.01
C -22.523 1.087 -16.926 -0.432 -0.122 -0.798 -0.16
O -23.276 0.168 -17.762 3.020 -0.601 0.763 -0.24
C -24.660 0.230 -17.922 0.912 1.396 -0.574 -0.08
H -23.519 -2.799 -14.049 0.052 0.138 0.084 0.08
H -23.759 -1.540 -12.806 -0.952 0.305 -0.607 0.09
H -22.328 -2.132 -12.874 0.871 -0.162 -0.824 0.06
H -22.668 0.162 -13.954 0.814 0.170 -0.135 0.11
H -23.692 -0.397 -15.177 -0.140 -0.776 -0.139 0.11
H -20.598 -0.342 -13.796 0.263 -0.293 0.304 0.09
H -19.537 -1.095 -15.069 -0.057 0.260 0.132 0.06
H -20.581 -2.195 -14.159 0.010 0.359 0.379 0.10
H -22.763 -1.876 -17.136 0.190 0.303 0.394 0.11
H -22.247 -2.872 -15.744 -0.202 -0.032 -0.160 0.10
H -20.809 -2.349 -18.311 0.282 0.550 0.043 0.08
H -20.819 -3.789 -17.506 -0.189 -0.155 0.881 0.08
H -19.737 -2.477 -16.913 -0.159 -0.111 0.065 0.04
H -20.428 0.213 -17.036 -0.312 -0.522 -0.416 0.11
H -20.702 0.940 -15.571 -0.635 0.851 -0.028 0.11
H -22.330 1.958 -17.552 0.801 0.030 -0.074 0.11
H -23.084 1.539 -16.109 -0.611 -0.483 0.283 0.10
H -24.947 -0.734 -18.341 -0.548 -0.256 1.094 0.10
H -24.865 0.891 -18.765 -0.371 0.601 0.183 0.09
H -24.962 0.669 -16.971 -1.567 -0.612 -0.121 0.09
C -14.206 -1.527 -7.716 -1.413 1.235 -0.863 -0.04
C -15.544 -2.156 -8.327 0.929 -0.301 1.142 -0.11
N -16.872 -1.384 -8.103 1.101 -0.568 1.544 -0.23
C -16.673 -0.074 -8.810 -0.527 0.456 0.025 0.00
C -18.097 -2.175 -8.590 1.196 -0.712 -0.077 -0.13
C -18.443 -3.538 -7.896 -0.314 1.540 0.697 -0.04
C -17.010 -1.139 -6.576 -0.563 -0.136 -0.561 -0.05
C -18.404 -0.589 -6.145 2.262 -0.618 0.257 -0.19
O -18.496 0.685 -6.698 0.656 -1.287 -1.166 -0.19
C -19.765 1.205 -6.701 -0.727 1.983 1.820 -0.11
H -14.172 -0.520 -8.132 0.609 -0.083 -0.354 0.04
H -13.298 -2.050 -8.015 -0.423 -0.187 -0.387 0.09
H -14.123 -1.355 -6.643 -0.632 -0.662 0.204 0.07
H -15.620 -3.130 -7.843 -0.588 -0.123 -0.256 0.12
H -15.496 -2.253 -9.412 0.399 -0.011 0.079 0.11
H -16.232 -0.223 -9.796 0.059 -0.150 -0.027 0.09
H -16.009 0.529 -8.190 0.103 -0.197 -0.190 0.10
H -17.602 0.494 -8.842 -0.064 -0.356 -0.148 0.09
H -17.891 -2.500 -9.610 -0.007 0.836 -0.315 0.13
H -18.870 -1.409 -8.532 -0.185 -0.517 -0.181 0.08
H -17.838 -4.405 -8.160 0.065 0.365 -0.241 0.08
H -19.490 -3.703 -8.153 0.050 -0.300 -0.279 0.08
H -18.473 -3.448 -6.810 0.208 -0.078 0.064 0.07
H -16.208 -0.448 -6.316 -0.285 0.115 -0.024 0.13
H -16.764 -2.083 -6.090 -0.260 -0.022 -0.014 0.13
H -18.356 -0.493 -5.060 -0.111 -0.160 0.304 0.14
H -19.197 -1.303 -6.366 -0.289 0.274 -0.349 0.12
H -20.543 0.846 -7.375 0.473 -0.231 -0.514 0.09
H -19.544 2.271 -6.765 -0.755 0.191 -0.746 0.10
H -20.151 1.133 -5.684 -0.495 -0.256 0.233 0.10
C -21.085 1.928 -11.354 -0.327 0.191 -4.589 -0.35
O -21.637 0.601 -11.162 0.849 -0.504 1.427 -0.11
O -21.073 2.191 -12.804 -0.697 0.140 4.245 -0.28
C -21.928 2.873 -10.372 1.978 -0.302 -1.313 -0.58
F -21.797 2.496 -9.105 0.107 -0.690 0.939 0.13
F -21.425 4.149 -10.376 -0.024 0.102 -0.396 0.07
F -23.205 2.965 -10.623 -1.221 0.029 -0.526 0.18
C -20.766 -0.387 -10.604 0.435 -1.391 0.306 -0.27
C -21.464 -1.447 -9.703 -1.178 1.562 -1.253 -0.05
H -22.332 -0.875 -9.376 -0.112 -0.300 0.802 0.08
H -21.889 -2.254 -10.299 0.319 -0.326 0.255 0.07
H -20.820 -1.753 -8.879 -0.359 -0.214 -0.153 0.04
H -19.943 -0.104 -9.946 0.001 1.537 -0.143 0.08
H -20.234 -0.958 -11.364 -0.026 0.241 -0.733 0.09
H -20.039 1.985 -11.050 0.082 -0.109 0.735 0.13
C -13.060 5.821 -18.872 -1.856 2.719 -0.301 -0.47
O -13.845 4.671 -19.089 0.580 -2.131 -1.617 -0.13
O -13.917 6.917 -18.783 1.636 -1.219 0.939 -0.27
C -11.981 5.482 -17.732 -0.724 -0.108 -0.248 -0.60
F -12.225 4.669 -16.718 -2.206 -0.654 1.487 0.11
F -11.049 4.795 -18.344 2.146 -0.633 -2.005 0.14
F -11.399 6.503 -17.123 0.288 1.975 -0.242 0.14
C -13.510 3.728 -20.215 0.541 -0.463 2.031 -0.20
C -14.453 2.565 -19.982 -0.462 1.070 -0.936 -0.07
H -14.391 1.883 -20.829 0.005 -0.275 0.167 0.08
H -14.260 2.080 -19.025 -0.136 0.066 -0.228 0.06
H -15.430 3.046 -20.020 -0.482 -0.561 0.353 0.07
H -12.530 3.256 -20.158 0.617 0.660 0.674 0.11
H -13.495 4.116 -21.234 -0.779 0.742 0.139 0.10
H -12.411 5.967 -19.736 0.540 -0.175 -0.279 0.13
C -13.753 -0.723 -11.742 0.237 2.230 2.786 -0.38
O -15.180 -0.893 -11.855 -0.469 -0.735 -1.267 -0.13
O -13.517 0.119 -10.605 -0.457 -2.765 -1.911 -0.25
C -13.080 -2.168 -11.793 1.273 -1.010 -2.174 -0.48
F -13.331 -3.096 -10.896 -1.094 0.067 1.686 0.14
F -13.311 -2.947 -13.007 -0.748 1.793 0.874 0.00
F -11.754 -2.069 -11.835 0.283 0.851 0.315 0.14
C -15.712 -0.855 -13.197 -1.123 0.903 -0.232 -0.24
C -17.245 -1.093 -13.175 0.709 0.022 1.045 -0.07
H -17.660 -0.399 -12.443 -0.034 -0.008 0.359 0.07
H -17.800 -0.833 -14.076 0.656 -0.220 -0.321 0.04
H -17.462 -2.106 -12.835 -0.235 -0.130 -0.134 0.06
H -15.206 -1.460 -13.949 0.196 -0.488 0.443 0.10
H -15.662 0.159 -13.594 0.591 0.424 0.088 0.10
H -13.318 -0.200 -12.594 -0.202 -0.252 -0.643 0.14
C -16.782 0.420 -17.036 -1.949 1.458 3.531 -0.39
O -15.774 1.418 -16.816 2.267 1.196 -1.055 -0.14
O -18.026 1.110 -16.803 2.270 -1.715 -1.717 -0.25
C -16.629 -0.563 -18.240 0.441 0.412 0.075 -0.54
F -17.179 -1.788 -18.003 -1.577 0.626 0.176 0.08
F -17.118 -0.036 -19.353 -0.480 -0.204 -0.401 0.16
F -15.383 -0.967 -18.506 1.229 0.976 0.005 0.14
C -14.326 1.103 -16.555 -0.458 -1.071 0.194 -0.20
C -13.391 2.282 -16.221 -1.602 -0.783 -0.028 -0.06
H -12.354 1.947 -16.237 -0.031 -0.068 -0.812 0.09
H -13.656 3.020 -16.979 0.669 0.390 0.452 0.05
H -13.450 2.589 -15.177 -0.697 0.609 -0.093 0.07
H -13.867 0.598 -17.405 -0.444 -0.032 -0.256 0.10
H -14.293 0.386 -15.735 -0.212 -0.267 0.159 0.09
H -16.627 -0.181 -16.139 0.052 -1.247 0.061 0.11
C -17.054 2.957 -22.975 -2.315 1.835 0.832 -0.41
O -16.372 3.344 -24.165 0.432 -0.740 -0.039 -0.11
O -18.058 3.903 -22.657 0.671 -2.026 -0.522 -0.27
C -17.493 1.425 -23.189 -1.778 3.414 -0.355 -0.60
F -16.488 0.717 -22.842 2.191 -2.365 0.672 0.18
F -18.568 1.019 -22.452 0.063 0.248 0.236 0.10
F -17.817 1.166 -24.457 -0.038 -0.278 -0.388 0.15
C -15.000 2.911 -24.379 -0.294 1.352 0.809 -0.27
C -14.666 3.211 -25.791 0.027 -0.383 -0.401 -0.08
H -13.675 2.812 -26.010 0.035 0.011 -0.130 0.08
H -15.410 2.666 -26.371 0.104 0.507 -0.613 0.09
H -14.634 4.293 -25.923 -0.366 -0.103 -0.516 0.07
H -14.718 1.878 -24.178 -0.647 -0.088 0.493 0.12
H -14.397 3.617 -23.809 0.341 -0.492 0.756 0.09
H -16.406 2.968 -22.099 0.826 -0.555 -0.078 0.11
C -10.799 5.054 -10.920 0.484 -2.373 2.011 -0.47
O -11.803 5.647 -10.029 -1.435 0.342 -1.502 -0.14
O -10.522 3.846 -10.412 -0.519 0.374 -0.858 -0.18
C -11.357 5.098 -12.363 -1.674 -0.910 1.436 -0.50
F -12.519 4.286 -12.455 1.311 0.997 -0.255 0.05
F -11.762 6.366 -12.574 0.091 -0.006 -0.914 0.11
F -10.516 4.711 -13.318 -0.466 0.310 0.438 0.17
C -11.353 6.361 -8.938 0.553 1.236 -0.014 -0.30
C -12.506 7.207 -8.375 0.466 -0.155 0.326 -0.07
H -13.288 6.484 -8.144 -0.299 0.416 0.362 0.04
H -12.182 7.806 -7.523 0.107 -0.677 0.669 0.07
H -12.904 8.036 -8.961 0.066 -0.521 -1.033 0.06
H -10.507 6.995 -9.201 0.112 0.377 -0.321 0.11
H -10.905 5.712 -8.185 -0.357 -0.328 0.445 0.11
H -9.956 5.744 -10.944 0.503 0.461 -0.024 0.14
C -19.359 6.393 -18.316 -1.227 -4.045 0.127 -0.43
O -19.138 6.987 -17.078 0.505 1.635 -1.438 -0.11
O -19.516 5.042 -18.016 -0.406 1.183 -1.148 -0.22
C -20.691 7.015 -18.973 0.014 -1.215 2.008 -0.56
F -21.649 7.117 -18.017 0.143 0.585 0.763 0.10
F -20.531 8.216 -19.495 0.428 1.018 -0.507 0.15
F -21.318 6.259 -19.860 0.604 -0.840 -1.466 0.15
C -18.330 8.152 -17.133 -0.114 0.889 3.470 -0.23
C -18.466 8.517 -15.641 1.031 -0.078 0.755 -0.07
H -17.748 9.232 -15.239 -0.156 0.682 -0.395 0.06
H -19.494 8.773 -15.385 0.071 0.319 -0.151 0.07
H -18.200 7.652 -15.032 -0.148 -0.446 -0.179 0.06
H -18.663 9.065 -17.627 -0.600 -0.495 -0.983 0.11
H -17.270 8.003 -17.340 0.015 -0.574 -0.475 0.11
H -18.508 6.460 -18.994 0.236 0.937 -0.301 0.13
```
Positions in Å, forces in eV/Å.

Computed properties:
Maximum force in hartree/bohr: 0.1178
Gap between HOMO and LUMO in eV: 4.2
Net charge: +3